(1)
# C46H37N2O3P2PdS2

A structure of composition C46H37N2O3P2PdS2 in a non-equilibrium geometry (ωB97M-V/def2-TZVPD, the Open Molecules 2025 dataset).

Its spin multiplicity is 3. The orbital gap (alpha / beta) is 0.28365 / 0.19148 Eh. The HOMO energy (alpha / beta) is -10.25 / -10.26 eV. The charge is +1.

Last column: Mulliken spin population.
Positions of all 93 atoms, in Å:
1 H -3.76411 -2.84243 3.69832  -0.0003
2 N -1.54845 2.74586 -0.68966  0.4347
3 H -1.04383 0.54867 -3.89607  0.0075
4 C -5.39829 1.18638 1.50092  -0.0006
5 C -0.26323 2.89666 -1.08361  -0.0423
6 H -1.18886 7.41163 -1.41622  0.0001
7 C 1.68202 1.74921 1.73095  0.0235
8 H -1.84321 5.05229 -1.11666  0.0036
9 H -0.01473 -6.10586 -3.97691  0.0000
10 C 1.85891 5.95966 -1.67800  -0.0129
11 C -3.10878 0.46484 4.00570  0.0030
12 H -3.46056 0.59037 -3.41425  0.0028
13 H 0.41297 -2.16321 3.91232  0.0021
14 H 1.88115 1.75812 5.57673  0.0000
15 H -0.62530 -3.76108 -3.57744  0.0023
16 O 0.53787 1.93536 -1.23694  0.1027
17 H 3.04946 3.50054 4.27828  0.0001
18 C 0.14944 4.28843 -1.29157  0.0016
19 C 0.41975 -4.03850 -3.63310  -0.0010
20 H -6.11349 2.10182 -0.32852  0.0034
21 C -0.44115 6.63108 -1.43488  -0.0057
22 C -3.19115 1.59677 0.15823  0.0917
23 H -3.48584 1.35572 4.49239  0.0006
24 H -1.73788 -2.72159 2.30591  0.0030
25 C 2.10391 -4.54691 2.22302  0.0010
26 C 1.50902 -3.88335 3.28516  0.0017
27 C -1.19908 -2.09327 -1.74884  -0.0932
28 C 2.75071 -3.44241 -3.62527  0.0005
29 H 2.93500 3.48332 1.79880  0.0000
30 C 1.52788 -2.73104 0.76780  0.0235
31 C 2.29067 -0.75079 -2.18908  0.0005
32 H 1.62281 1.73812 0.65491  0.0100
33 C 0.89213 -2.05340 1.82409  -0.0012
34 C 1.01220 0.76981 2.45575  -0.0407
35 Pd -0.40087 -0.12928 -0.75403  0.7555
36 H -1.49038 1.49406 3.04888  -0.0027
37 H 2.36004 -6.74778 -4.23353  0.0000
38 C 1.82825 1.75147 4.49576  0.0009
39 H -4.62192 -0.81818 4.82411  0.0002
40 C 2.48496 2.73355 3.76429  0.0004
41 H 2.55833 -5.51687 2.37301  0.0000
42 H 3.52820 -2.69111 -3.54665  -0.0002
43 C -3.39026 -1.13367 -2.13160  -0.0021
44 C -2.12274 -1.82460 2.77498  0.0145
45 H -5.11826 1.48103 2.51232  0.0053
46 H -6.26088 0.52285 1.53729  0.0002
47 H 4.12802 -5.03441 -4.00696  0.0000
48 H 0.57914 0.01680 4.43000  0.0011
49 P 1.05916 -1.28381 -3.46123  -0.0008
50 C 0.90081 6.94932 -1.64692  0.0200
51 C -1.46567 -0.15488 -3.18806  -0.0269
52 C 1.09447 0.77084 3.84951  0.0030
53 H -6.25168 3.13187 1.11816  -0.0002
54 C 3.08809 -4.76072 -3.88382  0.0002
55 H 5.02085 1.27526 -2.16725  0.0000
56 C 3.23519 0.17680 -2.61705  0.0062
57 C 2.09551 -5.72284 -4.00936  0.0000
58 S -4.03383 3.13148 0.22039  0.0768
59 H -0.61852 -2.93276 -1.39514  -0.0132
60 C -0.80636 5.31726 -1.26453  0.0237
61 O 1.51992 -2.24924 -0.52785  -0.0618
62 H 3.13331 0.59491 -3.61130  -0.0003
63 N -1.95911 1.55816 -0.30103  0.1513
64 C -3.26066 -1.89356 3.56513  -0.0058
65 H 2.06955 2.82485 -1.48897  0.0002
66 C 0.76432 -5.36120 -3.87538  -0.0001
67 H 2.56380 -4.46993 0.11545  0.0001
68 H -4.46006 -1.17740 -1.98850  0.0008
69 H -3.01935 -2.82695 -0.87230  0.0021
70 H 2.90160 6.18842 -1.85358  0.0000
71 C 4.42366 0.00076 -0.54777  0.0015
72 H 1.50253 -4.32408 4.27305  0.0000
73 S -4.02171 0.22674 0.79113  0.1254
74 C -1.46210 -0.60985 2.60677  0.0177
75 C 2.43825 -1.29613 -0.90298  0.0115
76 C -1.98133 0.54078 3.20355  0.0052
77 C -5.64463 2.38238 0.61372  -0.0007
78 C 1.50294 4.62355 -1.50152  0.0176
79 C 4.30226 0.55135 -1.81022  -0.0001
80 H 1.19161 7.98121 -1.79254  0.0008
81 C 1.41138 -3.07167 -3.48703  -0.0001
82 H 3.61387 -1.38248 0.88469  0.0011
83 C -2.57814 -2.07228 -1.51228  0.0619
84 C -2.83194 -0.15194 -2.93862  0.0424
85 O 2.48260 3.71189 -1.52796  0.0154
86 H 5.23709 0.29169 0.10424  0.0001
87 C 0.90273 -2.65564 3.08290  0.0014
88 C 2.42209 2.72729 2.38015  0.0006
89 C -0.63074 -1.17918 -2.66883  0.0647
90 C -3.74561 -0.75466 4.19173  0.0088
91 C 2.11372 -3.97128 0.96486  0.0030
92 P 0.00995 -0.46045 1.54785  0.1428
93 C 3.50059 -0.92857 -0.09137  0.0085

(2)
# C46H38AsBaF5N4O4S2Te

A structure of composition C46H38AsBaF5N4O4S2Te in a non-equilibrium geometry (ωB97M-V/def2-TZVPD, the Open Molecules 2025 dataset).

The orbital gap is 0.21961 Eh. The HOMO energy is -2.17 eV. The charge is -2. For the energy relative to the best compared isomer or geometry (same formula, charge and spin), the calculation gives 0.0000 eV.

Last column: Löwdin charge in e.
Positions of all 102 atoms, in Å:
1 C -3.78487 -2.97088 -2.10550  -0.0551
2 H 5.49684 -3.38389 -5.51861  0.0868
3 H 5.59591 -2.17430 -1.22682  0.1104
4 C -3.84889 -4.50445 -0.28771  -0.2939
5 C 3.80158 1.58631 0.96873  -0.2181
6 O -4.30272 -5.72256 0.15333  -0.0994
7 C -0.25816 4.29606 -0.08890  -0.8023
8 H 4.33085 -5.76663 0.75988  0.0982
9 H 5.61047 -4.67866 -1.05618  0.0915
10 C -4.07244 1.05590 0.11392  -0.1237
11 H -1.67317 4.25080 3.02143  0.0850
12 C -1.57435 1.19609 3.79378  -0.0989
13 C -4.25565 -4.15690 -1.58408  -0.0441
14 H 0.31072 1.98606 -4.16462  0.0649
15 H -5.98468 0.30548 -0.49478  0.0975
16 C -2.63401 -2.41568 -0.03304  -0.3885
17 C 3.95060 4.33242 1.02747  -0.0865
18 H 4.52783 -1.37953 -6.59769  0.0948
19 H -4.88908 -4.82933 -2.14566  0.0974
20 C -3.06578 -3.67150 0.47946  0.0468
21 H -3.71427 1.68334 6.38131  0.0880
22 C 2.73590 2.30760 1.46316  -0.0122
23 C -4.47383 3.06199 -1.75400  -0.0978
24 C 2.81094 3.69859 1.49179  -0.0580
25 H -2.53731 3.78448 -1.16960  0.0574
26 N 3.64390 0.12675 0.96616  0.0011
27 C 4.15775 -3.32683 -3.83025  -0.1052
28 Ba 0.21016 -0.79050 0.80705  1.8495
29 H 5.78783 1.59985 0.17155  0.0984
30 H -4.05312 -2.71145 -3.12245  0.0962
31 Te 2.62910 -1.44953 3.08290  1.8106
32 N 1.49811 -0.83366 -3.28187  0.1261
33 C -3.31748 1.71739 5.37308  -0.1140
34 H 4.00592 5.41444 1.03293  0.0957
35 N 0.19193 1.03465 -3.85256  0.0869
36 C 4.96021 2.20013 0.52230  -0.0363
37 H -0.59979 0.75423 3.60668  0.0663
38 As -1.41450 1.91803 0.97021  1.2277
39 H -4.11524 -7.21366 1.48692  0.0815
40 C -3.53305 2.37178 3.06687  -0.1244
41 H 1.86501 1.79059 1.84121  0.0751
42 C 1.21110 0.16523 -4.06276  -0.6854
43 C 4.34165 -4.68570 0.67888  -0.0768
44 F 2.14455 -1.04980 4.87407  -0.4299
45 C -2.08395 1.15362 5.09041  -0.0844
46 H 2.69923 -3.02262 -2.25665  0.1094
47 C 0.14419 5.64628 -0.06428  -0.1590
48 C 3.10174 -2.68811 -3.20670  -0.0108
49 O -1.45646 -0.24657 -1.65479  -0.0660
50 S 2.18200 0.31696 -5.50858  1.0402
51 C 5.02710 3.58399 0.54947  -0.0939
52 H -3.91217 0.25360 0.82611  0.1027
53 C -3.01420 -0.48828 -3.40492  -0.0201
54 C -1.16989 4.64285 2.14774  -0.1165
55 H -4.61786 3.84739 -2.48775  0.0919
56 H -0.28870 0.94419 -2.95880  0.0243
57 F 4.07989 -0.31791 3.45791  -0.3949
58 C -0.95879 3.82468 1.04213  -0.4206
59 O 1.27552 -0.19519 2.72086  -0.9681
60 C -3.30077 3.03692 -1.00606  -0.1070
61 C 3.07029 -1.10059 -5.02937  -0.4918
62 C 5.07406 -2.69521 -0.43387  -0.0502
63 H -0.92521 6.59276 3.01650  0.0817
64 C 4.35978 -1.94642 0.48369  -0.2496
65 F 3.61923 -2.70279 4.14448  -0.4302
66 H -6.35726 2.10839 -2.16207  0.0869
67 C -3.78079 -6.18367 1.37997  -0.1070
68 C -0.74557 5.96554 2.15155  -0.1294
69 H -1.50144 0.67788 5.87006  0.1019
70 H 0.24336 7.49453 1.00159  0.0854
71 C 2.54711 -1.56317 -3.81804  -0.3114
72 H -4.15664 -5.59111 2.21929  0.0909
73 H -5.00624 2.78059 4.56746  0.0904
74 H -4.09840 -0.39988 -3.31474  0.0769
75 C -2.39280 -0.90591 -2.08662  -0.3743
76 N 4.46189 -0.48455 0.28652  0.1074
77 H 4.59597 -4.20017 -3.36189  0.0862
78 H 0.67888 6.02357 -0.92866  0.0822
79 C -4.04362 2.32859 4.35566  -0.1048
80 H 1.96902 4.27036 1.86581  0.0988
81 H -4.10031 2.86137 2.28402  0.1019
82 F 1.49069 -2.47166 0.23260  -0.7889
83 C -3.09841 2.03316 -0.06398  -0.3701
84 C -5.24220 1.08222 -0.63772  -0.0983
85 F 1.28986 -2.78969 3.17070  -0.4297
86 C 4.67127 -2.86374 -5.04846  -0.1199
87 C 3.64668 -2.55269 1.49617  -0.2339
88 C -0.09482 6.46335 1.02439  -0.1325
89 C 3.63388 -3.93541 1.60442  -0.0989
90 H 5.92264 4.08150 0.19683  0.0904
91 H -2.79458 -1.21999 -4.18595  0.0820
92 C -2.29505 1.80313 2.76952  -0.3664
93 H -2.75780 -3.91925 1.48484  0.1080
94 S 0.13196 3.23911 -1.43110  0.4598
95 C 5.06275 -4.07764 -0.34119  -0.0961
96 C 4.13178 -1.74171 -5.65668  -0.1184
97 H -2.58919 0.46928 -3.69189  0.0711
98 O -2.03004 -1.57785 0.72060  -0.3882
99 C -5.44737 2.08871 -1.57255  -0.1226
100 H -2.68880 -6.15003 1.38490  0.0940
101 C -2.95286 -2.10192 -1.39125  -0.0971
102 H 3.07497 -4.40354 2.40036  0.1037

> Among the records above, which one has the lowest charge?

C46H38AsBaF5N4O4S2Te